Record 1
The following is a DFT calculation (ωB97M-V/def2-TZVPD) of a 2-piece molecular cluster, C2H7NOSi overall at a distorted geometry.

Geometry as XYZ:
```
12
Properties=species:S:1:pos:R:3:forces:R:3
H 0.6571 -0.1645 1.2158 -0.9 0.2 0.0
N -0.3418 0.1240 1.1393 1.4 0.1 1.6
C -0.8055 -0.0490 -0.0043 -1.1 0.5 -0.3
C -2.2883 0.3320 -0.2127 0.9 1.2 -1.3
H -0.1527 -0.4994 -0.7335 -0.3 -0.1 -1.0
H -2.5499 0.5314 -1.3352 0.1 -1.4 2.0
H -2.7997 -0.4097 0.4345 -0.5 0.5 -1.1
H -2.4605 1.3586 0.1995 0.3 -1.0 0.2
O 3.7733 0.5522 0.2930 0.4 1.0 -0.5
Si 3.1742 -0.7547 -0.1467 -0.8 -0.7 1.0
H 2.0886 -1.0459 -1.1206 0.4 0.2 -0.2
H 3.3601 -1.8471 0.8206 0.1 -0.5 -0.3
```
Forces are in eV/Å.

Orbital gap in eV: 9.25
Strongest force on any atom in eV/A: 2.46
Relative energy (zero: lowest compared OMol25 entry of this formula, charge and spin) in kJ/mol: 274.3
Energy in eV: -13600.613
Lowest unoccupied orbital energy in eV: -0.8
SMILES: [H]/N=C/C.O=[SiH2]

***

Record 2
The following is a DFT calculation (ωB97M-V/def2-TZVPD) of a 2-piece molecular cluster, CH4FPS2 overall at a distorted geometry.

Geometry as XYZ:
```
9
Properties=species:S:1:pos:R:3:forces:R:3
C -1.5553 -1.0110 0.4786 0.8 -3.1 1.0
F -0.7929 -1.3822 -2.0328 0.5 -0.4 1.2
P -0.2479 -1.8652 -0.5296 -0.8 0.6 -1.2
S 2.2936 0.2055 -0.6023 1.1 0.2 -0.2
S 4.3155 0.3226 -0.8685 -1.1 0.0 -0.7
H -1.4785 -1.7018 1.5047 -0.8 2.1 -2.5
H -1.2439 -0.0106 0.6507 0.0 1.0 0.5
H -2.4963 -1.0534 -0.1192 0.5 -0.1 1.0
H 4.4324 0.5446 -2.2363 -0.3 -0.2 0.9
```
Forces are in eV/Å.

Orbital gap (alpha / beta) in eV: 6.26 / 8.10
Strongest force on any atom in eV/A: 3.35
Relative energy (zero: lowest compared OMol25 entry of this formula, charge and spin) in kJ/mol: 334.0
Energy in eV: -34776.966
Lowest unoccupied orbital energy (alpha / beta) in eV: -1.9 / -0.9

***

Record 3
The following is a DFT calculation (ωB97M-V/def2-TZVPD) of one molecule with the formula C7H16N2 at a distorted geometry.

Geometry as XYZ:
```
25
Properties=species:S:1:pos:R:3:forces:R:3
C 3.2387 -0.8359 -0.3399 -0.2 0.2 -0.2
N 2.0925 -0.4421 0.4386 0.2 0.3 1.3
C 0.7627 -0.3562 0.0303 -1.0 0.5 -0.1
C 0.3606 -1.2437 -1.1228 0.1 -0.1 0.2
C -0.0829 0.4806 0.6939 -0.2 -0.8 -1.3
N 0.4454 1.3533 1.6584 0.4 0.5 0.5
C -1.5958 0.6169 0.4833 0.3 -0.1 0.1
C -1.9311 1.4537 -0.7534 -0.1 0.2 -0.1
C -2.3825 -0.6963 0.5245 -0.2 -0.1 0.0
H 3.4150 -0.1146 -1.1438 0.2 -0.1 -0.2
H 4.1292 -0.8563 0.2963 -0.2 0.0 -0.1
H 3.1122 -1.8327 -0.7719 0.1 0.1 0.0
H 2.2704 -0.0323 1.3520 0.1 -0.4 -0.5
H 0.2587 -2.2790 -0.7804 0.0 0.0 -0.2
H -0.5722 -0.9443 -1.5985 0.1 0.0 0.2
H 1.1111 -1.2186 -1.9196 0.0 0.0 0.2
H -0.1506 2.1625 1.8157 0.2 -0.2 0.0
H 1.3749 1.6580 1.3745 -0.2 0.2 0.2
H -1.9824 1.1864 1.3420 0.3 0.0 0.0
H -1.6470 0.9552 -1.6842 0.0 0.0 0.1
H -3.0070 1.6536 -0.8010 0.1 0.0 0.0
H -1.4160 2.4204 -0.7224 0.0 -0.1 0.0
H -3.4498 -0.4870 0.6621 0.1 0.0 0.0
H -2.2946 -1.2777 -0.3959 0.1 0.0 0.1
H -2.0595 -1.3240 1.3618 0.0 0.1 -0.1
```
Forces are in eV/Å.

Orbital gap in eV: 7.55
Strongest force on any atom in eV/A: 1.53
Relative energy (zero: lowest compared OMol25 entry of this formula, charge and spin) in kJ/mol: 110.6
Energy in eV: -10498.111
Lowest unoccupied orbital energy in eV: 1.0
SMILES: CN/C(C)=C(\N)C(C)C

***

Record 4
The following is a DFT calculation (ωB97M-V/def2-TZVPD) of a 10-piece molecular cluster, C48H50N10 overall at a distorted geometry.

Geometry as XYZ:
```
108
Properties=species:S:1:pos:R:3:forces:R:3
C 0.4387 0.5177 -0.4683 -1.5 0.9 1.4
C -0.4996 -0.5093 -0.8101 1.4 -0.9 0.6
C -1.2525 -0.8497 0.3167 0.2 2.1 -1.0
N -1.0541 0.2091 1.2056 2.0 0.0 -0.2
C 0.0485 0.9980 0.7826 -1.3 -1.5 -0.5
H 1.1876 0.9813 -1.0934 0.0 -0.2 -0.1
H -0.4001 -0.9677 -1.7829 -0.4 -0.6 0.2
H -1.9514 -1.6508 0.5070 -0.1 0.3 -0.1
H -1.5008 0.3530 2.0999 0.1 -0.4 -0.2
H 0.4065 1.8052 1.4044 -0.1 -0.1 -0.2
C 2.7403 3.9403 -4.2651 -1.7 0.4 -0.5
C 3.2421 2.7366 -3.7547 1.1 -0.9 0.1
C 2.2342 1.7826 -3.7920 1.6 -0.3 1.0
N 1.1417 2.4093 -4.1677 -2.0 0.9 -1.2
C 1.3933 3.6938 -4.5369 0.2 0.1 0.5
H 3.2049 4.8938 -4.4683 0.3 -0.2 0.2
H 4.2537 2.5603 -3.4199 0.0 0.0 -0.1
H 2.1841 0.7184 -3.6153 0.3 0.1 0.3
H 0.2577 1.9398 -4.3033 0.1 -0.2 -0.3
H 0.5557 4.2583 -4.9193 0.3 0.3 0.0
C 3.7530 2.5643 0.8215 0.0 -0.4 0.5
C 4.3220 3.7923 0.4769 -0.8 -1.6 0.2
C 5.4036 3.7092 -0.3642 1.2 -0.8 -0.4
N 5.9819 2.5489 -0.7177 -0.3 -1.2 0.9
C 5.4867 1.3660 -0.2056 0.4 1.5 -1.0
C 4.3275 1.3030 0.5014 -1.1 2.2 0.7
H 2.8610 2.6152 1.4282 -0.1 -0.3 0.0
H 3.8516 4.6971 0.8327 0.2 0.2 -0.1
H 5.9105 4.5852 -0.7413 -0.1 0.2 -0.2
H 5.9720 0.4176 -0.3832 0.6 0.2 -0.5
H 3.8691 0.3844 0.8366 0.1 0.0 0.0
C 4.7645 -2.2324 2.2630 -1.0 0.9 0.6
C 5.0610 -1.2915 3.2836 -0.6 -0.2 -0.7
C 4.0517 -0.4515 3.7560 -0.8 -0.8 -0.6
N 2.7790 -0.4920 3.3376 0.0 -1.1 -1.3
C 2.4816 -1.3831 2.3208 1.8 1.2 1.3
C 3.4515 -2.2272 1.7368 -0.5 0.6 1.4
H 5.4604 -2.9818 1.9157 0.3 0.2 0.0
H 6.0118 -1.1067 3.7616 0.4 -0.6 -0.3
H 4.2759 0.2418 4.5532 0.0 0.2 0.1
H 1.4570 -1.3355 1.9826 -0.1 -0.2 -0.1
H 3.0589 -2.9160 1.0034 0.5 -0.2 -0.2
C -0.7895 -6.7024 -0.3786 -0.8 -1.0 -0.4
C -0.7144 -5.3327 -0.3139 0.6 -0.4 -0.1
C -0.6449 -4.7755 0.9357 -0.7 -0.2 1.9
N -0.8493 -5.4642 2.1020 0.0 -1.0 -1.3
C -1.0796 -6.8096 1.9822 1.1 1.3 -0.8
C -1.0364 -7.4740 0.7526 0.6 0.8 0.4
H -0.7022 -7.1453 -1.3597 -0.1 -0.3 0.0
H -0.5802 -4.7869 -1.2362 0.1 0.3 0.2
H -0.4140 -3.7270 1.0528 -0.1 0.2 0.1
H -1.0753 -7.4222 2.8717 -0.5 0.3 0.4
H -1.0325 -8.5540 0.7454 -0.2 0.0 -0.2
C -3.2961 -1.4604 3.5365 -0.5 3.5 -2.0
C -3.8338 -0.6401 2.4987 -0.6 -2.7 -0.9
C -4.5075 -1.3446 1.4361 0.2 -0.3 2.5
N -4.7295 -2.7117 1.4794 0.2 2.5 0.1
C -4.3154 -3.3656 2.5595 0.1 0.0 -0.9
C -3.5574 -2.7779 3.5621 0.2 -0.9 1.2
H -2.7027 -0.8945 4.2393 0.1 -0.6 0.6
H -3.7289 0.4335 2.5514 -0.1 0.0 -0.3
H -5.0151 -0.7828 0.6659 0.2 -0.2 -0.4
H -4.5903 -4.4088 2.5074 0.2 -0.3 0.5
H -3.1635 -3.2228 4.4639 -0.2 -1.1 -0.3
C -5.6791 -5.7841 -1.0779 -0.8 0.9 -1.5
C -6.6119 -5.3819 -2.0746 0.0 -1.7 1.1
C -6.4759 -4.2261 -2.7364 2.5 2.4 0.6
N -5.4238 -3.3745 -2.4577 0.8 -0.1 0.9
C -4.4845 -3.6999 -1.4966 -3.0 -1.8 -1.9
C -4.5905 -4.9549 -0.8418 -0.2 0.3 0.2
H -5.9178 -6.7215 -0.5976 0.6 0.0 0.3
H -7.4604 -5.9830 -2.3665 -0.1 -0.4 0.4
H -7.2066 -3.9000 -3.4617 0.2 0.2 -0.2
H -3.6651 -3.0308 -1.2792 -0.1 0.2 -0.2
H -3.8510 -5.2393 -0.1078 0.1 0.0 0.1
C -3.3689 -0.9831 -4.1682 2.0 0.3 -0.7
C -2.3813 -1.5042 -5.0817 0.1 2.2 0.7
C -1.1645 -0.7586 -5.2838 -1.9 0.3 1.8
N -0.9099 0.4128 -4.6004 -1.0 -1.9 0.6
C -1.7620 0.7620 -3.6004 -0.9 -0.6 -2.2
C -3.0285 0.1388 -3.4063 1.1 -0.2 -0.3
H -4.3423 -1.4387 -4.0623 0.0 -0.2 0.0
H -2.6679 -2.3474 -5.6927 0.4 -0.2 0.0
H -0.3729 -1.1183 -5.9245 -0.1 0.1 -0.3
H -1.4912 1.7068 -3.1527 -0.2 0.0 0.6
H -3.7166 0.5244 -2.6687 0.0 0.1 0.1
C 1.6276 3.0615 3.6014 0.4 1.3 0.9
C 2.7261 3.2009 4.4877 -0.9 -0.6 -0.8
C 3.3645 4.4331 4.6418 -1.4 0.0 -1.2
N 2.9596 5.5151 3.9341 -1.0 -0.6 -0.1
C 1.8494 5.4019 3.1353 2.2 -0.8 0.4
C 1.1603 4.1983 2.9579 0.7 0.1 -0.1
H 1.0979 2.1421 3.4001 0.4 -0.4 0.3
H 3.0609 2.2864 4.9547 0.3 0.1 0.3
H 4.2220 4.5339 5.2905 0.1 0.2 0.0
H 1.7516 6.2258 2.4439 -0.6 0.3 0.3
H 0.4085 4.0766 2.1921 -0.3 0.4 0.0
C 1.4348 5.8498 -0.3186 -1.8 0.5 -0.1
C 1.2414 4.4854 -0.5861 0.0 1.3 -0.4
C -0.0526 4.0543 -0.8266 -1.7 0.2 0.9
N -1.1639 4.7948 -0.6219 1.3 1.8 0.4
C -0.9714 6.1151 -0.2679 0.7 -1.2 -0.8
C 0.2928 6.7315 -0.1921 0.6 -2.5 0.0
H 2.4369 6.2429 -0.2307 0.1 0.1 0.1
H 2.0878 3.8221 -0.6863 -0.1 0.0 -0.1
H -0.3448 3.0385 -1.0486 0.7 -0.2 -0.3
H -1.8969 6.6507 -0.1163 0.0 0.3 0.1
H 0.4164 7.7828 0.0224 -0.1 0.0 0.0
```
Forces are in eV/Å.

Orbital gap in eV: 8.06
Strongest force on any atom in eV/A: 4.10
Relative energy (zero: lowest compared OMol25 entry of this formula, charge and spin) in kJ/mol: 292.1
Energy in eV: -65483.434
Lowest unoccupied orbital energy in eV: 0.5
SMILES: c1cc[nH]c1.c1cc[nH]c1.c1ccncc1.c1ccncc1.c1ccncc1.c1ccncc1.c1ccncc1.c1ccncc1.c1ccncc1.c1ccncc1

***

Record 5
The following is a DFT calculation (ωB97M-V/def2-TZVPD) of C40H47IrN8P2S3Si as an isolated structure at a distorted geometry.

Geometry as XYZ:
```
102
Properties=species:S:1:pos:R:3:forces:R:3
Ir 0.1829 0.0588 -0.0029 3.3 -0.5 3.5
C 7.3976 1.0778 -0.3656 -0.3 0.1 -0.1
Si 5.6828 1.1569 -1.1457 0.2 0.0 0.0
C 5.5686 -0.1652 -2.4904 0.0 0.3 0.2
C 5.2739 2.8906 -1.7655 0.2 -0.4 0.0
C 4.4435 0.7828 0.2597 0.2 -0.1 0.0
C 4.8632 0.6832 1.5813 0.0 0.0 -0.1
C 3.9620 0.4320 2.6132 -0.2 0.0 -0.2
C 2.6338 0.2627 2.2886 -0.1 0.0 0.8
N 2.2114 0.3434 1.0297 -1.5 -0.1 -1.1
C 3.0701 0.6120 0.0472 0.4 0.1 -0.1
S 2.2769 0.7369 -1.4768 -1.6 -0.4 0.2
H 8.1592 1.2058 -1.1357 0.0 0.0 0.0
H 7.5818 0.1161 0.1157 0.0 0.0 0.0
H 7.5498 1.8646 0.3743 0.0 0.0 0.0
H 6.2904 0.0522 -3.2795 0.0 0.0 0.0
H 4.5807 -0.2090 -2.9471 0.0 0.0 0.0
H 5.8089 -1.1532 -2.0947 0.0 0.0 0.1
H 6.0117 3.2219 -2.4976 0.0 0.0 0.0
H 5.2767 3.6070 -0.9432 0.0 0.0 0.1
H 4.2927 2.9235 -2.2404 0.0 0.0 0.0
H 5.9109 0.8127 1.8205 0.0 0.0 0.0
H 4.2783 0.3695 3.6436 0.0 0.0 0.0
H 1.8909 0.0606 3.0478 0.1 0.0 -0.1
C -3.1806 -0.0796 0.7162 0.1 0.2 -0.2
P -2.2630 -1.2241 -0.3936 -0.4 0.4 1.2
C -1.8357 -2.6017 0.7606 0.3 -0.1 -0.1
N -2.7286 -3.0061 1.6182 -0.5 0.1 -0.1
C -2.3906 -3.9156 2.5565 0.6 -0.1 -0.1
C -3.3084 -4.2924 3.5563 -0.1 -0.1 0.1
C -2.9239 -5.1751 4.5260 -0.1 0.1 -0.1
C -1.6223 -5.7220 4.5345 0.2 0.0 -0.1
C -0.7155 -5.3866 3.5690 0.1 -0.1 0.1
C -1.0747 -4.4595 2.5692 -0.6 0.2 0.0
N -0.1656 -4.0292 1.6711 0.4 -0.2 -0.1
C -0.5057 -3.1200 0.7964 -0.3 0.1 0.3
P 0.8798 -2.2888 -0.0752 -0.4 0.1 -0.3
C 2.2800 -2.7468 0.9880 0.1 0.6 -0.1
C 1.1735 -3.2690 -1.6489 0.0 0.5 -0.1
C -0.1380 -3.2740 -2.4296 0.2 0.0 0.2
C 1.5828 -4.7034 -1.3171 0.0 0.0 0.2
C 2.2617 -2.5631 -2.4575 0.0 -0.1 0.0
C -3.7566 -1.9541 -1.3654 0.3 0.1 -0.6
C -4.9675 -2.1463 -0.4508 0.1 0.1 0.1
C -3.3951 -3.2978 -1.9969 0.0 0.1 0.0
C -4.0895 -0.9474 -2.4703 0.0 0.0 0.0
H -3.7007 -0.6459 1.4857 -0.1 0.0 0.0
H -3.8906 0.4927 0.1182 -0.1 0.0 0.0
H -2.4936 0.6248 1.1746 0.0 0.0 0.0
H -4.2990 -3.8587 3.5416 0.0 0.0 0.0
H -3.6217 -5.4615 5.3009 0.0 0.0 0.0
H -1.3417 -6.4085 5.3214 0.0 0.0 0.0
H 0.2840 -5.7995 3.5559 0.0 0.0 0.0
H 2.3097 -3.8254 1.1048 -0.1 0.0 -0.1
H 2.1605 -2.2848 1.9662 -0.1 -0.1 0.0
H 3.2016 -2.3797 0.5322 0.0 0.0 0.0
H -0.8588 -3.9262 -1.9386 0.0 0.0 -0.1
H 0.0303 -3.6469 -3.4410 0.0 0.0 0.0
H -0.5533 -2.2649 -2.4937 0.0 0.0 -0.1
H 0.9286 -5.1460 -0.5642 0.0 -0.1 0.0
H 2.6126 -4.7596 -0.9680 0.0 0.0 0.0
H 1.5065 -5.3050 -2.2241 0.0 0.0 0.0
H 1.9501 -1.5585 -2.7373 0.0 -0.1 0.0
H 2.4624 -3.1293 -3.3693 0.0 -0.1 0.0
H 3.1982 -2.4884 -1.9016 0.0 0.0 0.0
H -4.7202 -2.7581 0.4117 -0.1 0.0 0.1
H -5.7446 -2.6606 -1.0199 0.0 0.0 -0.1
H -5.3842 -1.2008 -0.1112 0.0 0.0 0.0
H -3.0016 -3.9943 -1.2547 0.0 -0.1 0.0
H -2.6754 -3.1804 -2.8052 0.0 0.0 0.0
H -4.2952 -3.7461 -2.4202 0.0 0.0 0.0
H -4.2859 0.0480 -2.0682 0.0 0.0 0.0
H -4.9833 -1.2723 -3.0058 0.0 0.0 0.0
H -3.2749 -0.8725 -3.1920 -0.1 0.0 0.0
S -0.4444 -0.7474 2.5026 0.1 -0.4 -2.0
C -0.4595 0.6480 3.5006 0.1 1.2 -0.1
C -0.6093 0.4063 4.8945 -0.1 -0.3 0.3
N -0.7237 0.1517 6.0110 0.0 0.0 -0.1
C -0.3303 1.9158 3.0291 0.0 -1.1 0.6
S -0.1555 2.2996 1.3753 0.1 -0.3 -1.5
C -0.3248 3.0073 3.9440 0.0 0.4 0.2
N -0.2970 3.8958 4.6736 0.0 -0.1 -0.1
N -2.1106 9.8760 -3.9180 0.0 0.0 0.0
C -1.9674 8.7562 -3.7073 0.0 0.3 0.0
C -1.7760 7.3619 -3.4494 0.0 -0.4 0.0
C -0.6866 6.9333 -2.6929 -0.1 0.1 -0.1
C -0.4930 5.5854 -2.4624 0.1 -0.2 0.0
C -1.3942 4.6573 -2.9711 0.0 0.5 -0.1
C -2.4773 5.0798 -3.7314 0.0 -0.2 0.1
C -2.6672 6.4270 -3.9721 0.1 0.1 0.0
N -1.2155 3.2758 -2.6941 0.1 -0.2 0.1
C -1.5996 2.2128 -3.4790 0.0 -0.2 -0.1
C -1.2779 1.0912 -2.7837 0.0 0.0 -0.1
N -0.7191 1.4496 -1.5824 -0.2 0.0 0.1
C -0.6864 2.7654 -1.5643 0.0 0.0 0.0
H 0.0080 7.6614 -2.2989 0.0 0.0 0.0
H 0.3717 5.2557 -1.9026 0.0 0.0 0.0
H -3.1796 4.3581 -4.1253 0.0 0.0 0.0
H -3.5075 6.7586 -4.5654 0.0 0.0 0.0
H -2.0329 2.3372 -4.4540 0.0 0.0 0.0
H -1.4081 0.0605 -3.0608 0.1 0.0 0.0
H -0.3245 3.3779 -0.7590 0.0 0.0 0.0
```
Forces are in eV/Å.

Orbital gap (alpha / beta) in eV: 5.53 / 5.42
Strongest force on any atom in eV/A: 4.88
Relative energy (zero: lowest compared OMol25 entry of this formula, charge and spin) in kJ/mol: 397.2
Spin multiplicity: 2
Energy in eV: -115958.390
Charge: +1
Lowest unoccupied orbital energy (alpha / beta) in eV: -4.6 / -4.7
⟨S²⟩: 0.772

***

- Which formula does entry 5 have?
  C40H47IrN8P2S3Si

***

- Among the records above, which one has the lowest energy?
  C40H47IrN8P2S3Si

***

- What is the formula in the second record?
  CH4FPS2

***

- Which of these has the lowest energy?
  C40H47IrN8P2S3Si